1.
Here is 3 unconnected molecules or ions with the total composition C26H30N2O from the OMol25 dataset. Energies are from ωB97M-V with the def2-TZVPD basis set.

XYZ file:
```
59
Properties=species:S:1:pos:R:3:lowdin_charge:R:1
C 3.37 -1.15 2.16 -0.115
O 2.54 -2.39 1.98 -0.291
C 1.50 -2.25 3.02 -0.225
C 0.06 -3.00 2.61 -0.151
C -1.05 -1.75 2.51 -0.235
C -2.60 -2.27 2.43 -0.199
C -3.70 -1.02 2.37 -0.155
C -2.87 0.44 2.35 -0.184
C -2.69 1.17 3.79 -0.038
N -1.94 2.47 3.93 0.028
C -1.37 2.96 2.63 -0.160
C -0.49 4.38 2.68 -0.007
C 0.21 5.02 1.31 -0.065
C -0.01 4.23 -0.12 -0.069
C -0.91 2.85 -0.13 -0.011
C -1.61 2.18 1.23 -0.142
N -2.36 0.89 1.01 0.084
H 4.50 -1.33 1.80 0.111
H 3.46 -0.91 3.32 0.100
H 2.90 -0.21 1.62 0.110
H 1.87 -2.59 4.10 0.138
H 1.30 -1.07 3.13 0.111
H 0.10 -3.49 1.55 0.117
H -0.25 -3.82 3.39 0.111
H -0.89 -1.14 3.53 0.118
H -0.70 -1.12 1.56 0.128
H -2.85 -2.83 3.46 0.116
H -2.78 -3.08 1.59 0.116
H -4.37 -0.98 3.35 0.108
H -4.40 -1.09 1.41 0.118
H -3.16 0.66 4.76 0.121
H -0.32 5.00 3.68 0.096
H 0.83 6.02 1.36 0.084
H 0.49 4.67 -1.08 0.080
H -1.05 2.34 -1.20 0.093
C -0.89 5.17 -4.04 -0.100
C -1.80 4.28 -3.47 -0.107
C -2.50 3.38 -4.27 -0.093
C -2.30 3.37 -5.65 -0.096
C -1.40 4.27 -6.23 -0.098
C -0.69 5.16 -5.42 -0.097
H -0.34 5.87 -3.42 0.094
H -1.96 4.29 -2.39 0.077
H -3.21 2.69 -3.82 0.102
H -2.85 2.67 -6.27 0.100
H -1.24 4.27 -7.30 0.100
H 0.01 5.86 -5.87 0.100
C 2.48 -3.73 -1.64 -0.091
C 3.01 -4.16 -0.43 -0.086
C 3.74 -5.35 -0.36 -0.091
C 3.92 -6.11 -1.51 -0.103
C 3.39 -5.69 -2.73 -0.106
C 2.67 -4.50 -2.79 -0.103
H 1.93 -2.80 -1.70 0.099
H 2.86 -3.56 0.47 0.066
H 4.15 -5.68 0.59 0.100
H 4.49 -7.04 -1.46 0.097
H 3.53 -6.29 -3.62 0.097
H 2.25 -4.17 -3.74 0.097
```

Results
SMILES string	COCCCCCc1cnc2ccccc2n1.c1ccccc1.c1ccccc1
highest occupied orbital energy	-8.41	eV
E_LUMO	-1.26	eV



2.
Here is a molecular structure, C18H24MnN2O4 from the OMol25 dataset. Energies are from ωB97M-V with the def2-TZVPD basis set.

XYZ file:
```
49
Properties=species:S:1:pos:R:3:lowdin_spin:R:1
C -3.80 -0.49 -2.80 -0.008
C -3.61 -1.43 -3.80 0.009
H -3.90 0.60 -2.98 -0.001
H -4.15 -0.91 -1.84 0.000
C -2.64 -2.48 -3.55 -0.002
C -1.72 -2.22 -2.56 0.017
H -1.37 -1.17 -2.56 0.000
H -1.12 -3.00 -2.07 0.001
C -4.45 -1.51 -5.04 0.001
H -5.14 -0.65 -5.10 0.000
H -5.06 -2.43 -5.08 0.000
H -3.82 -1.50 -5.94 0.001
C -2.51 -3.67 -4.47 0.000
H -2.29 -3.40 -5.52 0.000
H -3.41 -4.30 -4.48 0.000
H -1.67 -4.29 -4.13 0.000
Mn 2.01 1.41 1.35 4.715
O 0.48 0.73 0.23 0.049
C -0.30 -0.26 0.36 0.003
O 1.97 -0.38 2.32 0.059
C 0.94 -1.11 2.36 0.012
O 0.79 -1.97 3.32 0.005
N -0.10 -1.14 1.45 0.001
C -0.48 -2.70 3.11 0.001
C -1.05 -2.20 1.82 0.000
H -1.13 -2.46 3.95 0.000
H -0.26 -3.76 3.08 0.000
H -2.05 -1.79 1.93 0.000
H -1.02 -2.95 1.04 0.000
C -1.45 -0.46 -0.50 -0.003
C -1.98 0.56 -1.24 0.011
H -1.92 -1.44 -0.43 0.000
H -1.30 1.38 -1.51 0.000
H -3.06 0.76 -1.34 -0.001
O 2.39 3.28 0.47 0.056
C 3.33 4.22 1.08 0.006
C 3.89 3.58 2.31 0.009
C 4.86 4.23 3.08 0.000
C 5.34 3.61 4.22 0.005
C 4.82 2.37 4.58 0.000
C 3.83 1.78 3.79 0.010
N 3.37 2.38 2.66 0.032
H 1.94 3.67 -0.30 0.003
H 4.11 4.46 0.34 0.001
H 2.79 5.14 1.35 0.001
H 5.18 5.22 2.74 0.000
H 6.13 4.07 4.82 0.000
H 5.17 1.83 5.45 0.000
H 3.40 0.80 4.02 0.001
```

Results
highest occupied orbital energy (spin up / spin down)	-12.61 / -12.59	eV
net charge	+2
spin multiplicity	6
⟨S²⟩	8.7560
E_LUMO (spin up / spin down)	-6.86 / -7.00	eV



3.
Here is a molecular structure, C6H6N2O2 from the OMol25 dataset. Energies are from ωB97M-V with the def2-TZVPD basis set.

XYZ file:
```
16
Properties=species:S:1:pos:R:3:lowdin_charge:R:1
N -2.26 2.05 2.87 0.096
C -1.60 0.91 2.80 -0.492
C -0.87 0.57 1.60 0.094
C -0.23 0.27 0.61 0.119
C 0.49 -0.15 -0.55 -0.418
N 1.11 0.62 -1.36 0.118
C 1.74 -0.25 -2.36 -0.168
C 1.37 -1.69 -1.92 -0.120
O 0.55 -1.48 -0.75 -0.004
H 1.35 0.00 -3.35 0.113
H 2.82 -0.08 -2.36 0.113
H 0.78 -2.24 -2.66 0.120
H 2.24 -2.29 -1.62 0.121
O -2.45 0.00 3.19 -0.033
H -1.74 2.84 2.51 0.070
H -3.29 0.93 3.35 0.271
```

Results
highest occupied orbital energy	-9.62	eV
E_LUMO	-0.45	eV



4.
Here is C5H8O in the gas phase from the OMol25 dataset. Energies are from ωB97M-V with the def2-TZVPD basis set.

XYZ file:
```
14
Properties=species:S:1:pos:R:3:lowdin_charge:R:1
C -1.20 -0.90 -2.45 0.007
C -0.24 -0.76 -1.50 -0.191
C -0.10 0.20 -0.41 -0.105
C 0.64 -0.03 0.69 -0.115
C 0.95 0.98 1.72 -0.245
O -0.08 1.08 2.76 -0.083
H -0.82 -1.24 -3.41 0.049
H -2.28 -0.80 -2.37 0.057
H 0.52 -1.54 -1.53 0.103
H -0.61 1.16 -0.52 0.122
H 0.89 -1.07 0.92 0.117
H 1.19 1.97 1.37 0.111
H 1.82 0.57 2.25 0.106
H -0.68 0.37 2.48 0.067
```

Results
SMILES string	C=C/C=C/CO
highest occupied orbital energy	-8.68	eV
E_LUMO	0.10	eV



The records above yield ΔE to the lowest compared entry with this formula, charge and spin values of 10.096 0.000 5.094 2.761 eV, respectively.